(1)
The molecule C2H5NO2, computed with wB97M-V/def2-TZVPD.

**ΔE to the lowest compared entry with this formula, charge and spin**: 161.5 kJ/mol
**LUMO**: 0.0301 hartree
**Orbital gap**: 0.310 Ha
**HOMO level**: -7.61 eV
**Maximum force**: 0.6 eV Å⁻¹
**SMILES string**: N/C(O)=C\O

```
10
Properties=species:S:1:pos:R:3:forces:R:3
N 1.5092 -0.0621 0.2570 0.0 0.1 -0.1
C 0.2323 -0.4800 -0.0243 -0.2 0.3 0.1
O 0.1271 -1.8023 -0.3473 -0.1 0.0 0.1
C -0.8913 0.2509 0.0399 0.1 -0.3 0.1
O -0.8688 1.6319 -0.0576 0.0 0.2 0.4
H 2.2760 -0.4595 -0.2648 -0.2 0.1 -0.1
H 1.5820 0.9257 0.4491 0.1 -0.1 -0.1
H -0.7080 -1.8155 -0.8382 0.3 -0.5 0.1
H -1.8288 -0.2524 0.2667 -0.1 0.2 -0.5
H -1.3737 1.9977 0.6758 0.1 0.1 0.0
```
Positions in Å, forces in eV/Å.



(2)
A cluster of 3 separate species, C2H10N2O2 in total in a non-equilibrium geometry, computed with wB97M-V/def2-TZVPD.

**Total charge**: -1
**ΔE to the lowest compared entry with this formula, charge and spin**: 162.9 kJ/mol
**LUMO (alpha / beta)**: 0.1551 / 0.1517 hartree
**Orbital gap (alpha / beta)**: 0.113 / 0.290 Ha
**2S+1**: 2
**HOMO level (alpha / beta)**: 1.15 / -3.76 eV
**Maximum force**: 4.6 eV Å⁻¹

```
16
Properties=species:S:1:pos:R:3:forces:R:3
C -1.2205 -1.1349 0.6163 -1.3 0.9 -4.3
C -0.3731 -0.8901 -0.5068 -1.6 -3.2 2.9
N 1.0094 -1.1147 -0.4434 1.7 0.8 0.5
N -2.6420 -1.2848 0.2908 -0.8 0.9 0.4
H -1.0727 -1.1519 1.6873 0.7 0.0 -0.3
H -0.7896 -1.0199 -1.5175 0.0 0.5 0.7
H 1.4028 -1.1432 0.4892 -0.3 0.3 0.0
H 1.5547 -1.7863 -0.9853 -1.1 0.2 -0.4
H -2.9275 -0.9672 -0.6515 0.9 -0.4 0.6
H -3.3769 -0.8243 0.8971 1.7 -0.5 -0.3
H 3.1430 2.3249 0.2516 0.8 0.9 1.9
H 1.8607 2.0956 -0.4818 1.3 -0.2 0.1
O 2.8530 1.9231 -0.5296 -1.5 -0.5 -2.0
H -0.1522 1.9958 0.9676 0.5 -0.3 -0.9
H 0.4505 1.0247 -0.1507 -0.4 -0.2 0.4
O 0.2804 1.9532 0.0668 -0.5 0.7 0.5
```
Positions in Å, forces in eV/Å.



(3)
A structure of composition C45H51N7OPPbS, computed with wB97M-V/def2-TZVPD.

**Total charge**: +3
**ΔE to the lowest compared entry with this formula, charge and spin**: 65.1 kJ/mol
**LUMO**: -0.3524 hartree
**Orbital gap**: 0.225 Ha
**HOMO level**: -15.70 eV
**Maximum force**: 0.3 eV Å⁻¹

```
107
Properties=species:S:1:pos:R:3:forces:R:3
Pb -1.0920 0.6332 0.3603 0.3 0.1 -0.1
C -1.2878 4.7721 2.5697 0.0 0.0 0.0
C -1.5395 4.4200 3.8873 0.0 0.0 -0.1
C -1.8070 3.0930 4.2004 0.0 -0.1 -0.1
C -1.7988 2.1521 3.1791 0.0 0.1 0.1
N -1.5125 2.4972 1.9169 -0.1 0.0 0.1
C -1.2774 3.7706 1.6123 0.1 0.1 0.0
C -2.2128 0.7321 3.3683 -0.1 0.0 0.1
C -2.5910 0.1890 4.5879 0.0 0.0 -0.1
C -3.1153 -1.0962 4.6062 0.0 0.0 -0.1
C -3.3585 -1.7587 3.4113 0.1 0.1 -0.1
C -2.9780 -1.1513 2.2222 -0.1 -0.1 0.1
N -2.3251 0.0172 2.2440 0.0 0.0 -0.1
C -3.4446 -1.5899 0.8756 -0.1 -0.1 0.0
C -4.4009 -2.5780 0.6922 0.1 0.1 0.0
C -4.9623 -2.7376 -0.5698 0.0 0.0 0.0
C -4.5582 -1.9094 -1.6029 0.1 0.0 0.0
C -3.5609 -0.9771 -1.3476 -0.1 -0.1 0.0
N -3.0238 -0.8300 -0.1425 -0.1 0.0 0.0
H -1.0993 5.7978 2.2878 0.0 0.0 0.0
H -1.5471 5.1714 4.6653 0.0 0.0 0.0
H -2.0446 2.8177 5.2169 0.0 0.0 0.0
H -1.0734 3.9870 0.5692 0.0 0.0 0.0
H -2.5010 0.7517 5.5043 0.0 0.0 0.0
H -3.3971 -1.5522 5.5457 0.0 0.0 0.0
H -3.8680 -2.7100 3.4118 0.0 0.0 0.0
H -4.7485 -3.1828 1.5159 0.0 0.0 0.0
H -5.7253 -3.4869 -0.7311 0.0 0.0 0.0
H -4.9902 -1.9870 -2.5902 0.0 0.0 0.0
H -3.1802 -0.3309 -2.1298 0.0 0.0 0.0
C 0.8813 -1.9900 -5.1088 0.0 0.0 0.0
C 1.8515 -1.8934 -4.1180 0.0 0.0 0.0
C 1.7511 -0.9140 -3.1448 0.0 0.0 0.1
C 0.6798 -0.0167 -3.1606 0.0 0.1 0.0
C -0.2997 -0.1283 -4.1468 0.0 0.0 0.0
C -0.1965 -1.1160 -5.1161 0.0 0.0 0.0
P 0.6561 1.3039 -1.9260 -0.2 -0.1 0.0
C 2.0498 2.3917 -2.2665 -0.1 0.0 0.1
C 2.1846 3.5340 -1.4677 0.0 0.0 0.0
C 3.2265 4.4160 -1.6834 0.0 0.0 0.0
C 4.1483 4.1597 -2.6944 0.0 0.0 0.0
C 4.0175 3.0325 -3.4915 0.0 0.0 0.0
C 2.9700 2.1469 -3.2850 0.0 0.0 0.0
C -0.8766 2.2429 -2.1592 0.0 0.0 0.0
C -1.1110 3.1617 -3.1921 0.1 -0.1 0.1
C -2.3537 3.7614 -3.2909 -0.1 0.1 0.0
C -3.3710 3.4556 -2.3902 0.0 0.0 0.0
C -3.1572 2.5514 -1.3530 0.0 0.0 0.0
C -1.8981 1.9950 -1.2675 0.3 -0.1 0.1
H 0.9721 -2.7416 -5.8815 0.0 0.0 0.0
H 2.6967 -2.5686 -4.1192 0.0 0.0 0.0
H 2.5203 -0.8355 -2.3838 0.0 0.0 0.0
H -1.1293 0.5665 -4.1812 0.0 0.0 0.0
H -0.9451 -1.1848 -5.8940 0.0 0.0 0.0
H 1.4520 3.7495 -0.6975 0.0 0.0 0.0
H 3.3218 5.3053 -1.0755 0.0 0.0 0.0
H 4.9627 4.8500 -2.8672 0.0 0.0 0.0
H 4.7281 2.8444 -4.2845 0.0 0.0 0.0
H 2.8691 1.2808 -3.9241 0.0 0.0 0.0
H -0.3282 3.3915 -3.9048 0.0 0.0 0.0
H -2.5406 4.4748 -4.0823 0.0 0.0 0.0
H -4.3347 3.9394 -2.4819 0.0 0.0 0.0
H -3.9417 2.3330 -0.6400 0.0 0.0 0.0
C -1.7696 -4.5721 -3.0216 0.0 0.0 0.0
C -1.1814 -3.4085 -2.2305 0.0 0.1 0.1
C -0.4792 -3.8935 -0.9726 0.1 0.0 0.0
S 0.5254 -2.6137 -0.1923 0.0 -0.2 -0.1
O -0.4640 -1.6616 0.5226 -0.2 0.1 0.2
C 1.2890 -3.6140 1.1344 -0.1 0.0 -0.1
C 2.7657 -3.8787 0.8476 0.0 0.0 0.0
C 2.9800 -4.7243 -0.4016 0.0 0.0 0.0
H -2.3228 -4.2115 -3.8878 0.0 0.0 0.0
H -2.4532 -5.1636 -2.4110 0.0 0.0 0.0
H -0.9856 -5.2377 -3.3828 0.0 0.0 0.0
H -1.9724 -2.7179 -1.9427 0.0 0.0 0.0
H -0.4760 -2.8501 -2.8485 0.0 0.0 0.0
H 0.2492 -4.6767 -1.2051 0.0 0.0 0.0
H -1.1689 -4.2814 -0.2187 0.0 0.0 0.0
H 0.7353 -4.5512 1.2146 -0.1 0.0 0.0
H 1.1152 -3.0458 2.0477 0.1 0.1 0.0
H 3.1713 -4.4017 1.7163 0.0 0.0 0.0
H 3.3174 -2.9377 0.7644 -0.1 0.0 0.0
H 2.5586 -5.7227 -0.2807 0.0 0.0 0.0
H 4.0416 -4.8367 -0.6127 0.0 0.0 0.0
H 2.5238 -4.2670 -1.2844 0.0 0.0 0.0
C 2.1957 0.1481 1.1230 0.0 -0.2 -0.1
N 3.4201 0.1312 1.8850 -0.1 0.0 0.0
C 3.1989 -0.6062 3.1331 0.0 -0.1 0.0
N 2.1285 0.0007 3.9225 -0.1 -0.1 0.0
C 0.9059 0.0006 3.1560 -0.1 0.0 0.1
N 1.0461 0.7566 1.8693 -0.1 0.0 0.0
C 1.4907 2.1464 2.2397 -0.1 0.2 0.0
N 2.7188 2.1471 2.9931 -0.1 0.0 0.0
C 3.7813 1.5124 2.2129 0.1 0.0 0.0
C 2.5054 1.3842 4.2239 0.1 0.0 0.1
H 1.9208 -0.8736 0.8610 0.0 0.1 0.0
H 2.3536 0.7269 0.2133 0.0 0.0 -0.1
H 4.1198 -0.6057 3.7155 0.0 0.0 0.0
H 2.9363 -1.6419 2.9040 0.0 0.0 0.0
H 0.1237 0.4835 3.7495 0.2 -0.1 -0.1
H 0.6002 -1.0175 2.9138 0.0 0.0 0.0
H 0.7171 2.6069 2.8532 0.0 0.0 -0.1
H 1.6189 2.7125 1.3160 0.0 0.0 0.0
H 4.7047 1.5174 2.7913 0.0 0.0 0.0
H 3.9417 2.0739 1.2893 0.0 0.0 0.0
H 1.7146 1.8566 4.8112 0.0 0.0 0.0
H 3.4228 1.3853 4.8119 0.0 0.0 0.0
```
Positions in Å, forces in eV/Å.



(4)
A cluster of 2 separate species, C4H13NO in total, computed with wB97M-V/def2-TZVPD.

**ΔE to the lowest compared entry with this formula, charge and spin**: 48.2 kJ/mol
**LUMO**: 0.0303 hartree
**Orbital gap**: 0.384 Ha
**HOMO level**: -9.64 eV
**Maximum force**: 0.8 eV Å⁻¹
**SMILES string**: CCC.NCO

```
19
Properties=species:S:1:pos:R:3:forces:R:3
C 1.9668 -0.9081 -0.6259 0.3 0.1 0.8
C 2.8716 0.0215 0.1858 0.1 0.0 0.1
C 2.6356 1.5004 -0.1254 0.1 -0.1 0.2
H 0.9472 -0.5647 -0.4815 -0.3 0.0 -0.3
H 2.0112 -1.9287 -0.2431 0.1 0.0 -0.1
H 2.2263 -0.9112 -1.6745 -0.1 0.0 -0.3
H 3.9307 -0.1861 0.0000 -0.1 -0.2 -0.1
H 2.7233 -0.1971 1.2530 -0.1 0.2 -0.2
H 3.2389 2.1315 0.5381 -0.2 0.0 -0.2
H 2.9011 1.7171 -1.1594 0.1 0.0 -0.1
H 1.5879 1.7862 -0.0234 -0.1 0.0 0.2
N -3.0740 -0.7151 -0.7718 0.0 0.3 -0.2
C -2.4720 0.3106 0.0276 -0.3 -0.1 -0.4
O -1.9408 -0.1258 1.2724 0.3 0.1 0.1
H -2.3885 -1.3218 -1.1949 -0.1 -0.2 0.1
H -3.7949 -1.2298 -0.2897 0.1 -0.1 0.1
H -1.6970 0.7532 -0.6004 0.1 0.2 0.2
H -3.2346 1.0644 0.2492 0.2 -0.1 0.1
H -1.0083 -0.3402 1.1517 -0.2 -0.1 0.1
```
Positions in Å, forces in eV/Å.



(5)
A cluster of 2 separate species, C6H14B3ClINO7S in total, computed with wB97M-V/def2-TZVPD.

**Total charge**: -2
**ΔE to the lowest compared entry with this formula, charge and spin**: 0.0 kJ/mol
**LUMO**: 0.1293 hartree
**Orbital gap**: 0.142 Ha
**HOMO level**: -0.35 eV
**Maximum force**: 0.8 eV Å⁻¹

```
34
Properties=species:S:1:pos:R:3:forces:R:3
N -0.1504 -1.4895 2.5209 0.5 0.6 -0.2
B -0.5936 -1.1787 1.2265 0.0 -0.3 0.0
O 0.2308 -0.5576 0.2907 0.1 -0.2 -0.1
B 0.0825 -0.7455 -1.0452 0.0 0.0 0.0
C 1.3087 -0.5308 -1.9905 -0.1 -0.2 0.0
C 2.6377 -0.5334 -1.2120 0.1 0.0 0.0
C 3.0817 0.8006 -0.6404 0.0 -0.2 0.3
Cl 2.9545 2.1741 -1.8375 0.0 0.1 -0.1
O -1.1877 -1.1349 -1.5086 -0.1 0.4 0.0
B -2.1785 -1.0931 -0.5451 0.2 -0.4 0.0
C -3.6123 -0.4762 -0.8132 -0.1 -0.2 0.0
C -3.6510 0.9927 -0.3259 -0.1 -0.1 0.0
C -3.4923 2.1233 -1.3558 -0.1 0.1 0.4
I -2.4625 1.6961 -3.1717 0.0 0.0 -0.1
O -1.8835 -1.5197 0.7243 -0.2 0.7 0.1
H -0.5753 -0.9783 3.2828 -0.2 -0.5 0.2
H 0.8967 -1.3097 2.5542 -0.1 0.0 0.1
H 1.2988 -1.3332 -2.7389 0.0 0.0 0.0
H 1.1780 0.3969 -2.5608 0.1 0.0 0.0
H 3.4386 -0.9644 -1.8218 0.0 0.1 -0.1
H 2.5501 -1.1504 -0.3088 0.1 0.0 0.0
H 2.5331 1.0729 0.2615 -0.1 0.1 -0.1
H 4.1292 0.7690 -0.3577 0.0 0.0 0.1
H -3.9555 -0.5607 -1.8469 0.1 0.1 0.0
H -4.3134 -1.0396 -0.1894 0.0 0.0 -0.1
H -2.9154 1.1326 0.4703 0.0 0.0 -0.1
H -4.6280 1.1661 0.1366 0.1 0.1 0.1
H -2.9261 2.9462 -0.9272 0.0 0.0 0.0
H -4.4608 2.5200 -1.6509 0.0 -0.1 -0.2
O 4.7268 -0.7744 3.1515 0.0 0.0 0.0
S 3.3496 -0.2320 3.0929 0.0 0.1 0.0
O 3.3678 1.1797 2.6177 0.0 0.0 0.0
O 2.6775 -0.3234 4.4150 0.0 0.0 0.0
O 2.5439 -1.0447 2.1037 0.0 -0.1 -0.1
```
Positions in Å, forces in eV/Å.



(6)
A structure of composition C2H4NPS in a non-equilibrium geometry, computed with wB97M-V/def2-TZVPD.

**ΔE to the lowest compared entry with this formula, charge and spin**: 164.4 kJ/mol
**LUMO**: 0.0027 hartree
**Orbital gap**: 0.335 Ha
**HOMO level**: -9.04 eV
**Maximum force**: 4.8 eV Å⁻¹

```
9
Properties=species:S:1:pos:R:3:forces:R:3
C -0.3196 1.8074 -0.0828 0.4 1.1 -0.3
C -0.4156 -0.8258 -0.5370 1.3 2.1 0.2
N 0.9235 1.6166 -0.0712 1.4 -0.8 0.0
P 1.7344 0.0697 -0.2642 -4.7 -0.4 0.9
S -1.5634 0.5719 -0.1881 1.0 -0.3 -0.7
H -0.6190 2.8753 -0.1130 -0.4 -0.7 0.4
H -0.5121 -1.1635 -1.5709 -0.2 -0.5 0.6
H -0.5966 -1.4062 0.3479 0.4 -1.2 -0.5
H 1.4299 -0.5203 1.0582 0.8 0.8 -0.6
```
Positions in Å, forces in eV/Å.



Calculated electronic energy (Eh), listed in the same order as above: -284.405866 -342.080343 -3135.408051 -290.178566 -2049.479361 -872.830687